Here is a single C2H4N4O molecule from OMol25. Energies are from the ωB97M-V functional and the def2-TZVPD basis.

Structure (XYZ):
```
11
C2H4N4O the ωB97M-V functional and the def2-TZVPD basis
H -2.603 1.541 0.629
N -2.420 0.560 0.517
C -1.239 0.204 0.222
N -0.932 -1.051 -0.160
N 0.410 -1.252 -0.407
C 0.900 -0.086 -0.195
N 2.198 0.338 -0.347
O -0.009 0.869 0.185
H -1.672 -1.719 -0.297
H 2.506 1.006 0.347
H 2.862 -0.410 -0.494
```

Summary:
Spin multiplicity = 1
SMILES string = [H]/N=c1/[nH]nc(N)o1
Kohn-Sham gap = 8.95 eV

Here is a single C2H4N4O2 molecule in a non-equilibrium geometry from OMol25. Energies are from the ωB97M-V functional and the def2-TZVPD basis.

Structure (XYZ):
```
12
C2H4N4O2 the ωB97M-V functional and the def2-TZVPD basis
N -1.564 1.485 0.215
N -0.561 0.630 -0.272
N 0.636 1.042 -0.037
C 1.372 -0.077 -0.068
O 2.611 -0.237 0.214
N 0.477 -1.043 -0.066
C -0.735 -0.652 -0.153
O -1.781 -1.471 -0.006
H -1.485 2.407 -0.364
H -1.603 1.485 1.250
H 1.104 1.738 -0.663
H -1.398 -2.396 0.574
```

Summary:
Spin multiplicity = 1
SMILES string = Nn1[nH]c(=O)nc1O
Kohn-Sham gap = 9.20 eV

Here is C2H4N4O2 as an isolated structure in a non-equilibrium geometry from OMol25. Energies are from the ωB97M-V functional and the def2-TZVPD basis.

Structure (XYZ):
```
12
C2H4N4O2 the ωB97M-V functional and the def2-TZVPD basis
C -0.799 -0.059 0.148
C 1.173 -0.653 0.044
H -3.646 -0.393 -0.615
H 3.019 -0.577 0.204
H 1.577 1.237 1.177
H -0.145 1.658 -1.063
N -2.047 0.101 0.108
N 0.012 -1.044 0.289
N 1.435 0.870 -0.084
N 0.040 1.304 0.020
O -2.836 -0.989 -0.044
O 2.215 -1.456 -0.183
```

Summary:
Spin multiplicity = 1
Kohn-Sham gap = 8.42 eV

Here is a single C2H4N4O2 molecule in a non-equilibrium geometry from OMol25. Energies are from the ωB97M-V functional and the def2-TZVPD basis.

Structure (XYZ):
```
12
C2H4N4O2 the ωB97M-V functional and the def2-TZVPD basis
N -1.243 -1.130 0.388
N -0.253 -0.492 -0.387
N 1.047 -0.873 -0.234
C 1.838 0.187 0.021
O 3.001 0.240 0.071
N 0.926 1.297 0.231
C -0.211 0.791 -0.247
O -1.446 1.272 -0.289
H -2.042 -1.207 -0.175
H -1.382 -0.720 1.292
H 1.361 -1.429 -1.117
H -1.595 2.065 0.445
```

Summary:
Spin multiplicity = 1
SMILES string = Nn1[nH]c(=O)nc1O
Kohn-Sham gap = 9.86 eV

Here is C2H4N4OS as an isolated structure in a non-equilibrium geometry from OMol25. Energies are from the ωB97M-V functional and the def2-TZVPD basis.

Structure (XYZ):
```
12
C2H4N4OS the ωB97M-V functional and the def2-TZVPD basis
C 0.752 0.083 0.780
C 0.193 -0.112 -1.244
H 1.468 -1.711 1.947
H 0.317 -0.814 2.753
H 0.827 -0.882 -2.762
H -2.813 1.778 -0.304
N 1.258 -0.329 2.011
N 1.115 -0.470 -0.261
N 0.151 -0.130 -2.547
N -0.623 0.997 -0.545
O -0.269 1.012 0.774
S -2.377 0.579 -0.602
```

Summary:
Spin multiplicity = 1
Kohn-Sham gap = 8.69 eV

Here is an isolated ion of composition C2H4N4P and charge -1 in a non-equilibrium geometry from OMol25. Energies are from the ωB97M-V functional and the def2-TZVPD basis.

Structure (XYZ):
```
11
C2H4N4P the ωB97M-V functional and the def2-TZVPD basis
C -0.544 1.102 -1.359
P 0.731 -0.259 -1.504
C 0.479 -0.690 0.125
N 0.848 -1.679 0.775
N 0.351 -1.897 2.053
N -0.344 -1.005 2.594
N -0.786 0.075 2.350
H -0.785 1.715 -2.281
H -0.226 1.682 -0.449
H -1.565 0.548 -1.154
H 1.840 0.409 -1.150
```

Summary:
Charge = -1
Spin multiplicity = 1
SMILES string = C[PH]#C/N=N\N=[N-]
Kohn-Sham gap (alpha / beta) = 6.65 / 6.75 eV

Here is a single C2H4N4S molecule in a non-equilibrium geometry from OMol25. Energies are from the ωB97M-V functional and the def2-TZVPD basis.

Structure (XYZ):
```
11
C2H4N4S the ωB97M-V functional and the def2-TZVPD basis
C 1.845 -0.708 0.284
C 1.699 0.579 -0.256
N 0.653 -1.281 0.316
N -0.164 -0.384 -0.198
N 0.427 0.726 -0.563
N -2.683 0.688 0.539
S -2.015 -0.421 -0.299
H 2.732 -1.206 0.613
H 2.402 1.372 -0.405
H -3.028 0.309 1.412
H -1.869 0.324 -1.442
```

Summary:
Spin multiplicity = 1
Kohn-Sham gap = 10.48 eV

Here is a single C2H4N4S molecule in a non-equilibrium geometry from OMol25. Energies are from the ωB97M-V functional and the def2-TZVPD basis.

Structure (XYZ):
```
11
C2H4N4S the ωB97M-V functional and the def2-TZVPD basis
C 0.753 0.647 -1.417
C -0.490 -0.103 -1.375
N 1.431 0.608 -0.304
N 1.063 0.024 0.745
N -1.451 0.278 -0.687
N -0.055 -1.255 2.484
S -0.256 -0.019 1.587
H 1.252 1.053 -2.345
H -0.509 -1.149 -1.789
H -1.573 1.200 -0.395
H -0.165 -1.283 3.496
```

Summary:
Spin multiplicity = 1
Kohn-Sham gap = 8.38 eV

Here is C2H4N4S as an isolated structure in a non-equilibrium geometry from OMol25. Energies are from the ωB97M-V functional and the def2-TZVPD basis.

Structure (XYZ):
```
11
C2H4N4S the ωB97M-V functional and the def2-TZVPD basis
C 1.234 1.506 -0.646
C 0.183 -0.031 -0.151
N 0.523 2.356 -0.068
N -0.757 0.554 0.455
N -0.542 1.900 0.509
N -0.599 -2.481 0.159
S 0.532 -1.570 -0.693
H 2.137 1.509 -1.150
H -0.902 2.372 1.356
H -1.431 -2.755 -0.347
H -0.380 -3.360 0.578
```

Summary:
Spin multiplicity = 1
Kohn-Sham gap = 8.91 eV

Here is C2H4N5O3 as an isolated structure in a non-equilibrium geometry from OMol25. Energies are from the ωB97M-V functional and the def2-TZVPD basis.

Structure (XYZ):
```
14
C2H4N5O3 the ωB97M-V functional and the def2-TZVPD basis
C -1.140 -2.816 0.054
C 2.900 1.077 -0.086
N -1.175 -1.700 0.029
N -0.450 1.023 -0.046
N -1.605 1.175 0.007
N 0.683 0.857 0.092
N -3.013 0.094 0.126
O -3.195 -0.114 1.237
O -3.322 -0.182 -0.971
O 1.691 0.974 -0.698
H -1.072 -3.900 -0.124
H 2.956 2.116 0.458
H 3.786 1.076 -0.829
H 2.954 0.320 0.751
```

Summary:
Charge = +1
Spin multiplicity = 1
Kohn-Sham gap (alpha / beta) = 8.20 / 8.20 eV

Here is a single C2H4N6 molecule in a non-equilibrium geometry from OMol25. Energies are from the ωB97M-V functional and the def2-TZVPD basis.

Structure (XYZ):
```
12
C2H4N6 the ωB97M-V functional and the def2-TZVPD basis
N 0.032 -1.257 -2.391
N 0.522 -0.283 -1.291
C -0.505 -0.143 -0.459
N -0.190 0.838 0.639
C 0.934 0.817 1.247
N 0.855 1.332 2.510
N -0.401 1.484 2.564
N -1.226 1.284 1.543
H 0.745 -2.147 -2.503
H -0.877 -1.517 -2.063
H -1.552 -0.479 -0.602
H 1.662 0.072 0.807
```

Summary:
Spin multiplicity = 1
SMILES string = N/N=C/n1cnnn1
Kohn-Sham gap = 9.80 eV

Here is a single C2H4N6 molecule in a non-equilibrium geometry from OMol25. Energies are from the ωB97M-V functional and the def2-TZVPD basis.

Structure (XYZ):
```
12
C2H4N6 the ωB97M-V functional and the def2-TZVPD basis
N -3.218 0.035 0.227
N -1.966 -0.451 -0.225
C -0.987 0.429 -0.254
N 0.361 0.003 -0.029
N 1.070 0.989 -0.103
C 2.343 0.659 0.087
N 2.360 -0.782 0.166
N 1.049 -1.158 -0.073
H -4.041 -0.754 0.360
H -3.441 0.951 0.794
H -1.421 1.497 -0.379
H 3.168 1.334 0.495
```

Summary:
Spin multiplicity = 1
SMILES string = N/N=C/n1ncnn1
Kohn-Sham gap = 8.88 eV

Which energy above the lowest of the compared OMol25 structures with the same formula, charge and spin belongs to each record? In order, 102.3, 323.9, 639.2, 182.3, 471.2, 361.9, 315.4, 503.7, 359.7, 383.5, 391.2, 436.5 kJ/mol.